No. 1
Density functional theory data (ωB97M-V/def2-TZVPD) for 2 unconnected molecules or ions with the total composition C5H12N in a non-equilibrium geometry.

## Properties
Kohn-Sham gap (alpha / beta): 9.77 / 9.26 eV
Largest force on an atom: 1.31 eV/A
Energy relative to the best compared isomer or geometry (same formula, charge and spin): 14.7 kJ/mol
E_tot: -252.38016 hartree

```
! RIJCOSX wB97M-V def2-TZVPD def2/J DEFGRID3
* xyz 0 2
C -1.22 2.02 3.71
C -0.05 0.27 -0.18
N -0.98 0.66 0.64
C 1.41 -2.20 -2.15
C 0.96 -0.74 -2.26
C -0.24 -0.37 -1.45
H -0.56 2.21 2.88
H -1.98 1.30 3.39
H -0.65 1.53 4.50
H -1.67 2.92 4.10
H 0.56 -2.83 -2.44
H 0.98 0.38 0.15
H 1.62 -2.41 -1.10
H 2.28 -2.46 -2.74
H 1.77 -0.06 -1.98
H 0.77 -0.53 -3.32
H -1.87 0.38 0.23
H -1.14 -0.08 -1.98
*
```

These are the Löwdin partial charges, in e, on atoms 1 to 8:
1 C -0.07
2 C -0.28
3 N 0.10
4 C -0.11
5 C -0.29
6 C -0.06
7 H -0.01
8 H 0.00

---

No. 2
Density functional theory data (ωB97M-V/def2-TZVPD) for a gas-phase ion, CH3NO3P (charge -1) in a non-equilibrium geometry.

## Properties
Kohn-Sham gap: 7.73 eV
Largest force on an atom: 3.29 eV/A
Energy relative to the best compared isomer or geometry (same formula, charge and spin): 431.3 kJ/mol
SMILES: CP([O-])ON=O
E_tot: -661.71163 hartree

```
! RIJCOSX wB97M-V def2-TZVPD def2/J DEFGRID3
* xyz -1 1
C -0.94 0.30 -0.87
P -0.79 -0.19 0.88
O -0.52 0.99 1.68
O 0.79 -1.24 0.80
N 2.06 -0.91 0.89
O 2.46 0.19 0.56
H -0.68 -0.72 -1.39
H -0.39 1.10 -1.44
H -1.99 0.47 -1.10
*
```

These are the Löwdin partial charges, in e, on atoms 1 to 8:
1 C -0.37
2 P 0.56
3 O -0.55
4 O -0.39
5 N -0.22
6 O -0.09
7 H 0.04
8 H 0.03

---

No. 3
Density functional theory data (ωB97M-V/def2-TZVPD) for 35 unconnected molecules or ions with the total composition H70O35 in a non-equilibrium geometry.

## Properties
Kohn-Sham gap: 10.66 eV
Largest force on an atom: 3.08 eV/A
Energy relative to the best compared isomer or geometry (same formula, charge and spin): 126.8 kJ/mol
E_tot: -2675.54434 hartree

```
! RIJCOSX wB97M-V def2-TZVPD def2/J DEFGRID3
* xyz 0 1
O 12.55 5.13 13.79
H 13.10 5.64 13.18
H 13.05 4.35 14.05
O 13.42 7.12 11.93
H 12.49 7.45 11.94
H 13.64 7.11 11.00
O 13.33 12.34 10.10
H 14.00 11.67 10.34
H 13.22 12.45 9.12
O 10.68 12.97 5.81
H 9.93 12.35 5.86
H 10.36 13.86 6.07
O 7.23 10.77 12.62
H 7.78 10.25 12.05
H 6.95 10.18 13.32
O 9.08 11.95 8.44
H 8.67 12.79 8.53
H 8.58 11.43 7.76
O 7.63 13.65 11.47
H 7.58 13.46 12.42
H 8.38 13.00 11.21
O 14.58 9.66 11.25
H 14.22 8.76 11.39
H 15.21 9.79 12.02
O 10.62 13.15 11.76
H 11.38 12.72 11.33
H 10.72 14.09 11.84
O 4.99 11.49 9.55
H 5.59 11.73 10.28
H 4.45 10.77 9.90
O 9.51 7.95 7.10
H 10.17 8.06 6.44
H 9.87 8.36 7.89
O 11.95 9.77 9.08
H 11.61 10.23 9.88
H 12.23 10.53 8.53
O 15.23 9.51 14.08
H 14.52 8.88 14.41
H 15.68 9.42 14.91
O 8.87 7.93 16.13
H 9.40 7.47 15.50
H 7.98 7.78 15.87
O 12.51 12.05 7.58
H 11.74 12.41 7.00
H 13.29 12.21 7.07
O 7.83 14.56 8.71
H 7.68 14.77 9.65
H 8.70 14.95 8.43
O 10.79 15.81 12.03
H 11.56 15.80 12.68
H 10.03 16.26 12.45
O 9.95 7.54 10.97
H 10.59 7.08 10.46
H 9.83 8.41 10.60
O 12.25 16.86 9.41
H 11.98 16.32 10.19
H 13.09 16.49 9.10
O 13.34 11.95 13.90
H 13.98 11.25 14.08
H 12.59 11.70 14.44
O 5.71 11.73 6.38
H 6.50 12.28 6.36
H 5.17 12.06 7.18
O 11.49 11.31 15.83
H 10.75 11.14 15.19
H 11.34 12.22 16.09
O 9.89 17.97 13.67
H 9.20 18.00 14.32
H 10.20 18.88 13.60
O 11.99 10.51 11.82
H 12.15 11.17 12.50
H 12.83 10.42 11.37
O 14.18 14.95 10.96
H 13.99 14.01 11.04
H 14.81 15.16 11.64
O 12.90 14.81 14.05
H 13.72 15.29 14.17
H 13.11 13.87 14.10
O 13.53 7.79 15.23
H 12.83 7.70 14.61
H 13.11 8.11 16.10
O 11.70 8.87 16.94
H 11.55 9.80 16.77
H 10.83 8.54 17.12
O 9.21 10.17 10.80
H 10.06 10.47 11.29
H 9.19 10.80 10.02
O 7.88 10.34 6.62
H 8.05 9.42 6.84
H 6.92 10.45 6.43
O 9.61 11.84 13.99
H 10.08 12.29 13.25
H 8.99 11.25 13.46
O 14.80 7.15 9.68
H 14.56 6.52 9.04
H 14.81 7.96 9.20
O 12.10 6.77 8.98
H 11.57 6.27 8.40
H 12.02 7.74 8.76
O 10.39 14.95 7.95
H 10.40 14.12 8.51
H 10.94 15.65 8.38
O 10.79 7.33 13.50
H 10.38 7.40 12.60
H 11.11 6.40 13.66
*
```

These are the Löwdin partial charges, in e, on atoms 1 to 8:
1 O -0.06
2 H 0.01
3 H 0.05
4 O -0.05
5 H 0.05
6 H -0.03
7 O -0.07
8 H 0.05

---

No. 4
Density functional theory data (ωB97M-V/def2-TZVPD) for a molecular structure, C7H15N4SeTc in a non-equilibrium geometry.

## Properties
Kohn-Sham gap (alpha / beta): 5.55 / 5.96 eV
Largest force on an atom: 3.78 eV/A
E_tot: -2975.77914 hartree

```
! RIJCOSX wB97M-V def2-TZVPD def2/J DEFGRID3
* xyz 3 2
Tc -0.87 -0.86 -0.85
C -1.02 1.61 0.61
C -0.43 0.69 1.66
N -0.50 -0.75 1.18
C 0.76 -1.54 1.44
C 1.84 -1.05 0.49
N 1.26 -0.92 -0.90
C 1.65 0.34 -1.63
C 0.94 1.52 -0.99
N -0.53 1.18 -0.75
H -0.74 2.65 0.80
H -2.11 1.55 0.59
H -0.96 0.79 2.60
H 0.61 0.92 1.86
H -1.25 -1.22 1.69
H 0.53 -2.59 1.27
H 1.06 -1.43 2.48
H 2.68 -1.74 0.48
H 2.24 -0.08 0.79
H 1.61 -1.71 -1.45
H 1.37 0.22 -2.67
H 2.74 0.49 -1.60
H 1.00 2.40 -1.63
H 1.37 1.79 -0.03
H -1.08 1.67 -1.46
Se -5.53 -1.65 -1.68
C -3.90 -1.27 -1.30
N -2.76 -1.00 -1.02
*
```

These are the Löwdin partial charges, in e, on atoms 1 to 8:
1 Tc 1.55
2 C -0.13
3 C -0.11
4 N -0.14
5 C -0.12
6 C -0.12
7 N -0.17
8 C -0.13

---

No. 5
Density functional theory data (ωB97M-V/def2-TZVPD) for a molecular structure, C45H36F2N2O3RhSSb2 in a non-equilibrium geometry.

## Properties
Kohn-Sham gap (alpha / beta): 7.28 / 5.17 eV
Largest force on an atom: 1.01 eV/A
Energy relative to the best compared isomer or geometry (same formula, charge and spin): 119.6 kJ/mol
E_tot: -3260.17260 hartree

```
! RIJCOSX wB97M-V def2-TZVPD def2/J DEFGRID3
* xyz 1 5
Rh 2.05 0.61 1.19
F 2.30 -0.44 6.50
C 2.91 0.04 5.41
C 2.23 0.03 4.21
C 2.82 0.54 3.06
C 4.11 1.11 3.17
C 4.77 1.04 4.39
F 6.03 1.50 4.50
C 4.20 0.52 5.53
C 4.60 1.82 1.99
C 5.77 2.56 1.91
C 6.06 3.27 0.76
C 5.18 3.22 -0.30
C 4.04 2.46 -0.17
N 3.75 1.77 0.94
H 1.23 -0.37 4.23
H 4.75 0.49 6.46
H 6.45 2.59 2.75
H 6.97 3.85 0.70
H 5.36 3.76 -1.22
H 3.34 2.40 -0.98
C -0.09 -3.18 -1.55
C -0.17 -3.71 -0.13
C 0.79 -3.11 0.89
Sb 0.08 -1.14 1.92
C -0.76 0.80 2.88
C -0.10 1.97 2.54
C -0.54 3.19 3.02
C -1.66 3.24 3.84
C -2.31 2.07 4.20
C -1.85 0.84 3.73
C -1.70 -2.25 2.44
C -1.58 -3.45 3.13
C -2.71 -4.17 3.49
C -3.97 -3.69 3.16
C -4.10 -2.49 2.47
C -2.96 -1.77 2.12
Sb -1.11 -1.28 -1.91
C -1.51 -0.70 -3.94
C -1.14 -1.44 -5.05
C -1.46 -0.98 -6.32
C -2.14 0.23 -6.47
C -2.51 0.96 -5.35
C -2.20 0.51 -4.08
C -3.14 -1.81 -1.40
C -4.09 -0.82 -1.22
C -5.42 -1.16 -1.02
C -5.79 -2.50 -0.99
C -4.83 -3.49 -1.17
C -3.50 -3.15 -1.37
H -0.56 -3.85 -2.26
H 0.94 -3.02 -1.86
H 0.10 -4.77 -0.20
H -1.20 -3.68 0.25
H 1.78 -2.89 0.49
H 0.86 -3.75 1.76
H 0.79 1.95 1.91
H -0.01 4.10 2.76
H -2.02 4.19 4.20
H -3.17 2.10 4.86
H -2.35 -0.07 4.06
H -0.60 -3.83 3.41
H -2.60 -5.10 4.03
H -4.85 -4.25 3.44
H -5.07 -2.11 2.22
H -3.07 -0.84 1.58
H -0.59 -2.37 -4.94
H -1.19 -1.56 -7.19
H -2.37 0.60 -7.46
H -3.05 1.90 -5.47
H -2.47 1.09 -3.21
H -3.81 0.23 -1.25
H -6.17 -0.39 -0.88
H -6.82 -2.78 -0.84
H -5.12 -4.54 -1.16
H -2.77 -3.94 -1.52
O -0.08 2.40 -0.54
C 0.79 1.92 -1.24
N 1.39 0.70 -1.00
S 2.26 0.21 -2.32
O 3.55 -0.27 -1.92
O 1.43 -0.66 -3.13
C 2.23 1.78 -3.15
C 2.83 2.17 -4.33
C 2.50 3.43 -4.82
C 1.59 4.24 -4.15
C 0.99 3.83 -2.97
C 1.32 2.58 -2.48
H 3.52 1.52 -4.85
H 2.95 3.77 -5.74
H 1.35 5.22 -4.56
H 0.29 4.45 -2.44
*
```

These are the Löwdin partial charges, in e, on atoms 1 to 8:
1 Rh 0.75
2 F 0.09
3 C -0.27
4 C -0.08
5 C -0.19
6 C -0.12
7 C -0.21
8 F 0.08

---

Question: Which formula does entry 2 have?
Answer: CH3NO3P

---

Question: Among the records above, which one has the highest largest force on an atom?
Answer: C7H15N4SeTc

---

Question: Number 3 is which compound?
Answer: H70O35

---

Question: The lowest E_tot belongs to which entry?
Answer: C45H36F2N2O3RhSSb2